{
  "formula": "C32H24AsF6N5O11S8W",
  "method": "wB97M-V/def2-TZVPD",
  "species": ["W", "C", "C", "N", "N", "C", "S", "S", "C", "C", "C", "C", "C", "C", "C", "C", "C", "C", "C", "C", "C", "O", "H", "H", "H", "H", "H", "H", "H", "H", "H", "H", "H", "H", "H", "H", "F", "C", "F", "F", "S", "O", "O", "N", "S", "O", "O", "C", "F", "F", "F", "O", "As", "O", "O", "C", "C", "C", "C", "C", "C", "S", "O", "O", "O", "H", "H", "H", "H", "H", "S", "C", "S", "C", "N", "N", "C", "C", "C", "C", "C", "C", "S", "H", "H", "H", "H", "H"],
  "coordinates": [[-2.09851, 0.54243, 1.26307], [1.88963, -0.30852, 1.19312], [0.46426, -0.41467, 1.66986], [-0.42897, -1.09730, 0.63969], [0.14817, -1.47162, -0.36817], [-0.67547, -2.08232, -1.37806], [-1.66474, -3.29688, -0.96857], [-0.25799, -1.51229, -2.97233], [-0.33592, -3.04921, -3.95267], [0.95417, -3.81029, -3.84641], [1.98410, -3.55737, -4.75074], [3.21131, -4.19095, -4.62523], [3.42366, -5.09439, -3.59326], [2.40361, -5.35428, -2.68801], [1.17740, -4.71667, -2.81211], [0.26769, -0.98022, 3.05666], [1.32508, -1.23075, 3.92030], [1.09496, -1.51289, 5.25734], [-0.20888, -1.52063, 5.73882], [-1.27661, -1.28011, 4.89197], [-1.04596, -1.03927, 3.54089], [-2.05657, -0.79401, 2.70942], [1.91198, 0.13214, 0.20040], [2.36300, -1.29053, 1.17739], [2.43074, 0.34183, 1.88308], [-0.48281, -2.69375, -4.97353], [-1.20939, -3.63156, -3.66513], [1.83576, -2.82830, -5.54032], [4.00753, -3.95678, -5.32080], [4.38617, -5.57875, -3.48375], [2.56533, -6.04903, -1.87233], [0.38855, -4.91609, -2.09648], [2.34245, -1.16663, 3.55736], [1.92906, -1.67316, 5.92767], [-0.39585, -1.68899, 6.79260], [-2.29696, -1.25172, 5.25170], [1.31563, 4.90220, 4.18052], [1.29374, 3.74565, 3.51023], [0.59549, 3.91821, 2.38686], [2.56243, 3.45239, 3.16914], [0.58826, 2.32086, 4.49436], [-0.21760, 0.82712, 1.59887], [1.52109, 2.22722, 5.62908], [-0.74995, 3.11223, 4.98210], [-2.16019, 2.60535, 4.59561], [-2.16929, 1.55820, 3.58814], [-3.02932, 2.41592, 5.72138], [-2.91715, 4.08469, 3.76713], [-3.33853, 4.95675, 4.69446], [-3.97789, 3.71370, 3.04685], [-2.06301, 4.72434, 2.97219], [-1.76014, 3.48009, -1.34839], [-2.95411, 2.58754, -0.43060], [-2.12856, 2.45649, 1.15607], [-2.18178, 0.88249, -0.57706], [-6.05836, 3.96487, -0.29379], [-5.86269, 5.18498, -0.88945], [-7.10166, 5.83230, -1.04136], [-8.30453, 5.25503, -0.62128], [-8.36217, 3.98785, -0.01737], [-7.10442, 3.43056, 0.08666], [-4.74441, -0.27505, 0.75578], [-4.06772, 0.93061, 1.57621], [-5.13342, 0.26276, -0.54309], [-3.33877, -0.98788, 0.64494], [-0.84579, 3.18373, -1.20824], [-4.92447, 5.61887, -1.20464], [-7.12492, 6.81471, -1.49958], [-9.22556, 5.80879, -0.76843], [-9.29315, 3.54476, 0.30919], [4.06011, -0.94224, -6.12367], [3.41892, -0.39528, -4.67318], [2.01000, 0.61499, -4.61034], [2.00837, 0.57719, -2.83737], [3.01177, -0.10911, -2.37822], [3.78673, -0.64617, -3.40170], [4.84456, -1.48553, -2.95138], [4.69287, -2.12501, -1.72163], [5.69844, -2.94624, -1.24236], [6.86175, -3.14072, -1.97508], [7.01093, -2.49284, -3.19180], [6.01296, -1.66350, -3.68408], [0.73098, 1.22867, -1.94720], [3.78373, -1.96630, -1.16090], [5.56443, -3.44138, -0.28850], [7.64589, -3.78616, -1.59803], [7.91726, -2.62430, -3.77066], [6.13327, -1.16090, -4.62978]],
  "atomic_forces_ev_per_a": [[-0.895, -0.068, 0.431], [0.039, 0.304, 0.335], [-0.108, -0.308, -0.493], [0.530, 0.899, 0.197], [-0.527, -0.722, 0.024], [0.184, -0.034, -0.200], [0.062, -0.017, 0.004], [-0.087, -0.134, -0.018], [-0.166, -0.100, -0.022], [0.057, 0.020, -0.033], [-0.067, 0.036, 0.072], [0.045, -0.041, -0.002], [-0.019, 0.009, 0.016], [0.010, 0.013, -0.002], [-0.043, -0.098, 0.021], [-0.005, -0.123, 0.008], [-0.014, -0.041, -0.046], [-0.045, -0.015, 0.056], [0.060, -0.012, -0.013], [-0.136, -0.170, -0.083], [0.486, 0.267, 0.060], [0.042, 0.032, -0.138], [0.020, -0.013, -0.031], [-0.010, -0.001, -0.022], [0.004, -0.023, -0.028], [-0.003, 0.007, 0.004], [0.024, 0.003, 0.065], [0.039, -0.025, -0.002], [-0.029, 0.039, 0.007], [0.009, 0.007, -0.001], [-0.004, 0.002, -0.003], [0.023, 0.003, -0.036], [-0.015, 0.000, 0.001], [-0.012, -0.001, -0.001], [0.007, 0.000, -0.005], [0.012, 0.016, 0.004], [0.012, 0.004, 0.007], [-0.018, -0.041, 0.011], [0.017, 0.034, 0.014], [-0.007, -0.010, -0.013], [0.106, -0.112, -0.022], [-0.191, -0.006, 0.216], [0.037, 0.023, 0.016], [-0.041, 0.263, 0.101], [0.022, -0.050, -0.071], [-0.090, 0.004, 0.076], [-0.048, -0.084, -0.033], [0.018, -0.029, -0.045], [0.014, 0.071, 0.049], [-0.016, 0.018, 0.040], [-0.006, -0.031, -0.033], [-0.010, 0.130, 0.087], [0.722, -0.513, -0.263], [-0.105, 0.247, 0.324], [-0.232, -0.015, -0.455], [0.201, 0.008, -0.014], [-0.096, 0.088, -0.025], [0.175, 0.021, -0.028], [-0.108, -0.115, 0.065], [-0.026, 0.101, -0.040], [-0.181, -0.082, 0.064], [-0.275, -0.326, 0.161], [0.141, 0.508, 0.080], [-0.032, -0.030, 0.062], [0.354, -0.051, -0.351], [0.030, -0.076, -0.072], [-0.003, -0.004, -0.006], [0.007, -0.013, 0.006], [0.011, -0.012, 0.005], [0.004, 0.009, -0.006], [0.060, 0.056, -0.085], [-0.117, 0.060, 0.016], [0.119, -0.079, 0.178], [0.152, -0.087, -0.213], [0.046, -0.032, -0.015], [-0.025, 0.114, 0.010], [0.062, -0.134, 0.037], [-0.058, 0.004, -0.049], [-0.022, -0.012, -0.005], [0.001, -0.002, -0.019], [0.005, -0.016, 0.014], [-0.035, 0.081, 0.000], [-0.025, 0.405, 0.095], [-0.008, -0.004, 0.005], [0.001, 0.001, -0.005], [-0.008, 0.006, -0.002], [-0.005, 0.001, 0.002], [0.009, -0.002, 0.005]],
  "energy_ha": -8422.86852,
  "charge": -2,
  "homo_energy_ev": -3.1,
  "e_lumo_ev": 3.0,
  "gap_ev": 6.130
}